*1*
The following is a DFT calculation (the ωB97M-V functional and the def2-TZVPD basis) of C22H31N3O2 in the gas phase.

Each atom is followed by the atoms it is bonded to, with distances in Å.
Geometry (Å):
1 C -4.554 -2.291 -2.191  C2 1.485, H28 1.088, H29 1.094, H30 1.093
2 C -3.289 -1.523 -2.067  C1 1.485, C3 1.365, N26 1.374
3 C -1.995 -1.955 -2.042  C2 1.365, C4 1.427, H31 1.079
4 C -1.155 -0.807 -1.920  C3 1.427, C5 1.493, C24 1.370
5 C 0.336 -0.779 -1.857  C4 1.493, O6 1.223, N7 1.374
6 O 1.005 -0.214 -2.711  C5 1.223
7 N 0.930 -1.484 -0.839  C5 1.374, C8 1.445, C23 1.452
8 C 2.372 -1.528 -0.767  N7 1.445, C9 1.544, H32 1.100, H33 1.082
9 C 2.986 -0.854 0.479  C8 1.544, N10 1.450, H34 1.089, H35 1.088
10 N 2.175 0.176 1.098  C9 1.450, C11 1.380, C17 1.469
11 C 1.943 1.366 0.440  N10 1.380, O12 1.221, C13 1.480
12 O 0.864 1.935 0.491  C11 1.221
13 C 3.071 2.029 -0.252  C11 1.480, C14 1.335, C16 1.513
14 C 4.399 1.935 -0.142  C13 1.335, C15 1.507, H36 1.083
15 C 4.673 2.972 -1.201  C14 1.507, C16 1.558, H37 1.091, H38 1.091
16 C 3.126 3.114 -1.305  C13 1.513, C15 1.558, H39 1.090, H40 1.090
17 C 1.156 -0.314 2.035  N10 1.469, C18 1.522, C22 1.530, H41 1.102
18 C 0.826 0.699 3.123  C17 1.522, C19 1.524, H42 1.094, H43 1.089
19 C -0.148 0.126 4.144  C18 1.524, C20 1.521, H44 1.097, H45 1.092
20 C -1.401 -0.419 3.475  C19 1.521, C21 1.520, H46 1.093, H47 1.096
21 C -1.041 -1.454 2.421  C20 1.520, C22 1.522, H48 1.100, H49 1.094
22 C -0.096 -0.890 1.370  C17 1.530, C21 1.522, C23 1.521, H50 1.095
23 C 0.207 -1.957 0.329  N7 1.452, C22 1.521, H51 1.091, H52 1.096
24 C -1.971 0.293 -1.885  C4 1.370, C25 1.481, N26 1.370
25 C -1.645 1.735 -1.783  C24 1.481, H53 1.085, H54 1.093, H55 1.093
26 N -3.264 -0.152 -1.966  C2 1.374, C24 1.370, C27 1.446
27 C -4.425 0.710 -1.942  N26 1.446, H56 1.088, H57 1.093, H58 1.086
28 H -4.328 -3.345 -2.339  C1 1.088
29 H -5.175 -2.210 -1.294  C1 1.094
30 H -5.155 -1.960 -3.042  C1 1.093
31 H -1.671 -2.981 -2.121  C3 1.079
32 H 2.669 -2.587 -0.731  C8 1.100
33 H 2.787 -1.117 -1.678  C8 1.082
34 H 3.256 -1.584 1.241  C9 1.089
35 H 3.927 -0.417 0.154  C9 1.088
36 H 5.063 1.353 0.485  C14 1.083
37 H 5.206 3.869 -0.882  C15 1.091
38 H 5.150 2.589 -2.104  C15 1.091
39 H 2.683 2.871 -2.272  C16 1.090
40 H 2.735 4.080 -0.987  C16 1.090
41 H 1.648 -1.151 2.555  C17 1.102
42 H 1.754 1.001 3.618  C18 1.094
43 H 0.397 1.598 2.682  C18 1.089
44 H 0.336 -0.676 4.715  C19 1.097
45 H -0.412 0.903 4.865  C19 1.092
46 H -2.069 -0.856 4.221  C20 1.093
47 H -1.950 0.404 3.002  C20 1.096
48 H -0.577 -2.324 2.907  C21 1.100
49 H -1.944 -1.828 1.927  C21 1.094
50 H -0.598 -0.065 0.854  C22 1.095
51 H -0.746 -2.374 0.002  C23 1.091
52 H 0.757 -2.804 0.755  C23 1.096
53 H -0.583 1.884 -1.943  C25 1.085
54 H -2.184 2.320 -2.533  C25 1.093
55 H -1.880 2.142 -0.796  C25 1.093
56 H -4.273 1.515 -1.227  C27 1.088
57 H -4.613 1.143 -2.927  C27 1.093
58 H -5.297 0.137 -1.641  C27 1.086

Total charge   0
Gap between HOMO and LUMO   8.5237 eV
Spin multiplicity   1
LUMO energy   0.77 eV

*2*
The following is a DFT calculation (the ωB97M-V functional and the def2-TZVPD basis) of C22H31N3O2 in the gas phase.

Each atom is followed by the atoms it is bonded to, with distances in Å.
Geometry (Å):
1 C -2.107 -2.910 1.238  C2 1.527, H28 1.087, H29 1.087, H30 1.087
2 C -2.414 -1.491 0.765  C1 1.527, C3 1.539, C22 1.509, H31 1.094
3 C -2.408 -0.514 1.954  C2 1.539, N4 1.445, H32 1.095, H33 1.092
4 N -2.607 0.846 1.507  C3 1.445, C5 1.347, H34 1.009
5 C -1.631 1.773 1.545  N4 1.347, O6 1.213, C7 1.529
6 O -0.577 1.616 2.126  C5 1.213
7 C -1.958 3.053 0.775  C5 1.529, C8 1.540, H35 1.091, H36 1.090
8 C -1.864 2.766 -0.736  C7 1.540, C9 1.483, H37 1.091, H38 1.090
9 C -0.702 1.875 -0.970  C8 1.483, N10 1.291, O21 1.348
10 N -0.737 0.636 -1.331  C9 1.291, N11 1.353
11 N 0.535 0.176 -1.292  N10 1.353, C12 1.291
12 C 1.280 1.156 -0.907  N11 1.291, C13 1.479, O21 1.354
13 C 2.741 1.156 -0.673  C12 1.479, C14 1.527, H39 1.092, H40 1.095
14 C 3.306 -0.261 -0.718  C13 1.527, C15 1.532, H41 1.091, H42 1.091
15 C 4.828 -0.309 -0.548  C14 1.532, C16 1.531, C20 1.530, H43 1.097
16 C 5.347 -1.712 -0.870  C15 1.531, C17 1.526, H44 1.092, H45 1.092
17 C 6.864 -1.786 -0.725  C16 1.526, C18 1.525, H46 1.092, H47 1.093
18 C 7.285 -1.396 0.687  C17 1.525, C19 1.525, H48 1.092, H49 1.092
19 C 6.777 0.003 1.018  C18 1.525, C20 1.526, H50 1.092, H51 1.093
20 C 5.259 0.074 0.869  C15 1.530, C19 1.526, H52 1.091, H53 1.092
21 O 0.555 2.279 -0.697  C9 1.348, C12 1.354
22 C -3.739 -1.396 0.049  C2 1.509, C23 1.390, C27 1.391
23 C -4.915 -1.853 0.633  C22 1.390, C24 1.384, H54 1.080
24 C -6.126 -1.723 -0.023  C23 1.384, C25 1.385, H55 1.081
25 C -6.181 -1.128 -1.272  C24 1.385, C26 1.384, H56 1.080
26 C -5.016 -0.666 -1.861  C25 1.384, C27 1.385, H57 1.081
27 C -3.804 -0.799 -1.205  C22 1.391, C26 1.385, H58 1.081
28 H -2.807 -3.231 2.007  C1 1.087
29 H -2.171 -3.602 0.402  C1 1.087
30 H -1.102 -2.956 1.650  C1 1.087
31 H -1.630 -1.177 0.070  C2 1.094
32 H -3.199 -0.778 2.664  C3 1.095
33 H -1.444 -0.542 2.466  C3 1.092
34 H -3.416 1.000 0.925  N4 1.009
35 H -1.216 3.802 1.055  C7 1.091
36 H -2.952 3.418 1.031  C7 1.090
37 H -1.744 3.700 -1.289  C8 1.091
38 H -2.753 2.248 -1.097  C8 1.090
39 H 2.917 1.624 0.298  C13 1.092
40 H 3.221 1.781 -1.433  C13 1.095
41 H 2.830 -0.856 0.062  C14 1.091
42 H 3.033 -0.707 -1.676  C14 1.091
43 H 5.282 0.397 -1.254  C15 1.097
44 H 5.060 -1.986 -1.888  C16 1.092
45 H 4.882 -2.429 -0.189  C16 1.092
46 H 7.208 -2.798 -0.952  C17 1.092
47 H 7.330 -1.107 -1.443  C17 1.093
48 H 8.373 -1.428 0.776  C18 1.092
49 H 6.869 -2.111 1.400  C18 1.092
50 H 7.060 0.271 2.039  C19 1.092
51 H 7.241 0.726 0.343  C19 1.093
52 H 4.924 1.085 1.108  C20 1.091
53 H 4.793 -0.610 1.581  C20 1.092
54 H -4.890 -2.317 1.609  C23 1.080
55 H -7.031 -2.087 0.442  C24 1.081
56 H -7.127 -1.027 -1.784  C25 1.080
57 H -5.051 -0.201 -2.836  C26 1.081
58 H -2.893 -0.439 -1.661  C27 1.081

Total charge   0
Gap between HOMO and LUMO   9.8496 eV
Spin multiplicity   1
LUMO energy   0.77 eV

*3*
The following is a DFT calculation (the ωB97M-V functional and the def2-TZVPD basis) of C22H31N3O2 in the gas phase.

Each atom is followed by the atoms it is bonded to, with distances in Å.
Geometry (Å):
1 C -4.446 -2.026 -2.187  C2 1.492, H28 1.088, H29 1.093, H30 1.092
2 C -3.137 -1.328 -2.028  C1 1.492, C3 1.367, N26 1.377
3 C -1.880 -1.843 -1.869  C2 1.367, C4 1.426, H31 1.079
4 C -0.973 -0.745 -1.786  C3 1.426, C5 1.482, C24 1.374
5 C 0.505 -0.769 -1.681  C4 1.482, O6 1.225, N7 1.372
6 O 1.203 -0.150 -2.476  C5 1.225
7 N 1.058 -1.500 -0.660  C5 1.372, C8 1.450, C23 1.458
8 C 2.502 -1.523 -0.537  N7 1.450, C9 1.556, H32 1.092, H33 1.087
9 C 3.030 -0.664 0.648  C8 1.556, N10 1.454, H34 1.090, H35 1.086
10 N 2.034 0.253 1.178  C9 1.454, C11 1.366, C17 1.475
11 C 1.665 1.374 0.491  N10 1.366, O12 1.225, C13 1.491
12 O 0.601 1.944 0.698  C11 1.225
13 C 2.617 1.995 -0.474  C11 1.491, C14 1.338, C16 1.525
14 C 2.675 3.297 -0.773  C13 1.338, C15 1.509, H36 1.082
15 C 3.787 3.142 -1.781  C14 1.509, C16 1.558, H37 1.091, H38 1.091
16 C 3.751 1.626 -1.424  C13 1.525, C15 1.558, H39 1.091, H40 1.089
17 C 1.102 -0.336 2.158  N10 1.475, C18 1.528, C22 1.532, H41 1.097
18 C 0.729 0.619 3.291  C17 1.528, C19 1.526, H42 1.093, H43 1.088
19 C -0.119 -0.108 4.331  C18 1.526, C20 1.527, H44 1.096, H45 1.092
20 C -1.374 -0.691 3.686  C19 1.527, C21 1.526, H46 1.092, H47 1.095
21 C -1.004 -1.646 2.556  C20 1.526, C22 1.530, H48 1.098, H49 1.093
22 C -0.121 -0.979 1.498  C17 1.532, C21 1.530, C23 1.530, H50 1.094
23 C 0.285 -2.026 0.459  N7 1.458, C22 1.530, H51 1.086, H52 1.096
24 C -1.708 0.408 -1.915  C4 1.374, C25 1.491, N26 1.372
25 C -1.273 1.833 -1.932  C24 1.491, H53 1.087, H54 1.093, H55 1.092
26 N -3.026 0.044 -2.038  C2 1.377, C24 1.372, C27 1.445
27 C -4.117 0.975 -2.219  N26 1.445, H56 1.088, H57 1.092, H58 1.087
28 H -4.279 -3.101 -2.200  C1 1.088
29 H -5.134 -1.808 -1.366  C1 1.093
30 H -4.946 -1.756 -3.120  C1 1.092
31 H -1.632 -2.892 -1.847  C3 1.079
32 H 2.838 -2.556 -0.418  C8 1.092
33 H 2.897 -1.142 -1.475  C8 1.087
34 H 3.332 -1.311 1.471  C9 1.090
35 H 3.917 -0.117 0.343  C9 1.086
36 H 2.103 4.146 -0.424  C14 1.082
37 H 3.507 3.366 -2.811  C15 1.091
38 H 4.722 3.651 -1.546  C15 1.091
39 H 4.673 1.268 -0.963  C16 1.091
40 H 3.458 0.968 -2.240  C16 1.089
41 H 1.674 -1.150 2.620  C17 1.097
42 H 1.648 1.007 3.740  C18 1.093
43 H 0.176 1.466 2.892  C18 1.088
44 H 0.460 -0.917 4.791  C19 1.096
45 H -0.388 0.582 5.134  C19 1.092
46 H -1.983 -1.210 4.430  C20 1.092
47 H -1.984 0.125 3.287  C20 1.095
48 H -0.464 -2.504 2.977  C21 1.098
49 H -1.901 -2.046 2.076  C21 1.093
50 H -0.692 -0.193 0.995  C22 1.094
51 H -0.611 -2.520 0.093  C23 1.086
52 H 0.902 -2.794 0.938  C23 1.096
53 H -0.188 1.881 -1.972  C25 1.087
54 H -1.669 2.356 -2.806  C25 1.093
55 H -1.587 2.371 -1.035  C25 1.092
56 H -3.952 1.862 -1.611  C27 1.088
57 H -4.214 1.280 -3.263  C27 1.092
58 H -5.049 0.513 -1.904  C27 1.087

Total charge   0
Gap between HOMO and LUMO   8.5528 eV
Spin multiplicity   1
LUMO energy   0.80 eV

Computed relative energies in units of kcal/mol: *1* 28.8; *2* 0.0; *3* 24.9

*1*
The following is a DFT calculation (the ωB97M-V functional and the def2-TZVPD basis) of a 2-piece molecular cluster, C2H3NS overall.

Each atom is followed by the atoms it is bonded to, with distances in Å.
Geometry (Å):
1 C 1.101 -0.056 0.345  C2 1.206, H3 1.066
2 C 1.499 -0.736 -0.568  C1 1.206, H4 1.068
3 H 0.738 0.754 0.934  C1 1.066
4 H 1.774 -1.610 -1.118  C2 1.068
5 N -1.324 0.357 -0.054  S6 1.516, H7 1.032
6 S -2.782 0.582 -0.402  N5 1.516
7 H -1.006 0.708 0.863  N5 1.032

Total charge   0
Gap between HOMO and LUMO (spin up / spin down)   7.3600 / 7.3637 eV
Spin multiplicity   1
LUMO energy (spin up / spin down)   -1.12 / -1.12 eV

*2*
The following is a DFT calculation (the ωB97M-V functional and the def2-TZVPD basis) of C2H3NS in the gas phase.

Each atom is followed by the atoms it is bonded to, with distances in Å.
Geometry (Å):
1 C 0.269 -0.488 0.221  C2 1.281, N3 1.411, H5 1.061
2 C 1.337 -0.395 -0.482  C1 1.281, H6 1.081
3 N -0.775 0.456 0.314  C1 1.411, S4 1.587, H7 1.084
4 S -2.210 -0.038 -0.154  N3 1.587
5 H -0.220 -1.357 0.583  C1 1.061
6 H 2.121 0.316 -0.701  C2 1.081
7 H -0.522 1.506 0.220  N3 1.084

Total charge   0
Gap between HOMO and LUMO (spin up / spin down)   7.9503 / 7.7367 eV
Spin multiplicity   1
LUMO energy (spin up / spin down)   -1.01 / -0.62 eV

*3*
The following is a DFT calculation (the ωB97M-V functional and the def2-TZVPD basis) of C2H3NS in the gas phase.

Each atom is followed by the atoms it is bonded to, with distances in Å.
Geometry (Å):
1 C -0.842 0.072 0.752  N2 1.232, H5 1.062, H6 1.013
2 N -0.219 0.760 -0.058  C1 1.232, C3 1.337
3 C 0.762 0.234 -0.798  N2 1.337, S4 1.637, H7 1.105
4 S 1.658 -1.065 -0.362  C3 1.637
5 H -1.486 0.331 1.555  C1 1.062
6 H -0.744 -0.936 0.745  C1 1.013
7 H 0.871 0.604 -1.833  C3 1.105

Total charge   0
Gap between HOMO and LUMO (spin up / spin down)   8.1588 / 8.1582 eV
Spin multiplicity   1
LUMO energy (spin up / spin down)   -0.82 / -0.82 eV

Computed relative energies in units of kcal/mol: *1* 69.4; *2* 62.7; *3* 0.0

*1*
The following is a DFT calculation (the ωB97M-V functional and the def2-TZVPD basis) of an isolated ion of composition C5H11NO and charge +1.

Each atom is followed by the atoms it is bonded to, with distances in Å.
Geometry (Å):
1 C -0.978 2.027 0.652  C2 1.485, H8 1.075, H9 1.095, H10 1.095
2 C 0.320 1.308 0.717  C1 1.485, N3 1.389, O7 1.208
3 N 0.348 -0.053 0.439  C2 1.389, C4 1.451, C6 1.460
4 C -0.689 -0.818 -0.227  N3 1.451, C5 1.545, H11 1.090, H12 1.074
5 C -0.299 -1.269 -1.652  C4 1.545, H13 1.059, H14 1.096, H15 1.072
6 C 1.580 -0.791 0.702  N3 1.460, H16 1.097, H17 1.088, H18 1.092
7 O 1.312 1.823 1.176  C2 1.208
8 H -0.954 2.898 1.281  C1 1.075
9 H -1.170 2.434 -0.346  C1 1.095
10 H -1.854 1.411 0.880  C1 1.095
11 H -0.958 -1.643 0.433  C4 1.090
12 H -1.554 -0.201 -0.378  C4 1.074
13 H 0.728 -1.252 -1.911  C5 1.059
14 H -0.610 -2.314 -1.762  C5 1.096
15 H -0.826 -0.688 -2.383  C5 1.072
16 H 2.328 -0.091 1.093  C6 1.097
17 H 1.854 -1.279 -0.231  C6 1.088
18 H 1.421 -1.500 1.517  C6 1.092

Total charge   +1
<S²>   0.77
Gap between HOMO and LUMO (spin up / spin down)   12.8404 / 7.3823 eV
Spin multiplicity   2
LUMO energy (spin up / spin down)   -3.23 / -8.44 eV

*2*
The following is a DFT calculation (the ωB97M-V functional and the def2-TZVPD basis) of a 2-piece molecular cluster, C5H11NO overall.

Each atom is followed by the atoms it is bonded to, with distances in Å.
Geometry (Å):
1 C -1.200 -1.549 -1.883  N2 1.463, H7 1.083, H8 1.087, H9 1.082
2 N -0.613 -1.822 -0.571  C1 1.463, C3 1.315, H10 1.013
3 C -0.548 -0.977 0.435  N2 1.315, C4 1.399, H11 1.090
4 C -0.471 0.407 0.247  C3 1.399, C5 1.407, H12 1.084
5 C -0.151 1.268 1.312  C4 1.407, C6 1.354, H13 1.081
6 C 0.055 2.602 1.194  C5 1.354, H14 1.079, H15 1.083
7 H -0.623 -0.811 -2.427  C1 1.083
8 H -2.219 -1.190 -1.761  C1 1.087
9 H -1.279 -2.491 -2.408  C1 1.082
10 H -0.666 -2.770 -0.216  N2 1.013
11 H -0.957 -1.397 1.354  C3 1.090
12 H -0.935 0.863 -0.620  C4 1.084
13 H 0.022 0.790 2.266  C5 1.081
14 H 0.446 3.215 1.991  C6 1.079
15 H 0.070 3.095 0.230  C6 1.083
16 H 2.233 0.202 0.462  O18 0.956
17 H 3.719 0.655 0.143  O18 0.963
18 O 3.119 -0.089 0.253  H16 0.956, H17 0.963

Total charge   +1
<S²>   0.79
Gap between HOMO and LUMO (spin up / spin down)   8.9606 / 7.7731 eV
Spin multiplicity   2
LUMO energy (spin up / spin down)   -4.58 / -6.80 eV

Computed relative energies in units of kcal/mol: *1* 0.0; *2* 9.2